{"formula": "C2H8N2", "method": "ωB97M-V/def2-TZVPD", "charge": 0, "smiles": "C=N.CN", "orbital_gap_ev": 9.908, "species": ["H", "H", "N", "C", "N", "H", "H", "H", "H", "H", "H", "C"], "coordinates": [[-4.179795, -4.547555, -0.020761], [2.545919, 1.665725, -0.730790], [2.531375, 2.431388, -0.079344], [-4.160015, -3.030878, -1.134068], [-4.747737, -3.740358, -0.266043], [2.677626, 2.758778, 1.985649], [-4.627681, -2.128955, -1.505926], [3.413947, 1.311820, 1.424593], [2.252170, 3.320870, -0.441850], [4.206519, 2.904466, 1.131856], [-3.168283, -3.303446, -1.513472], [3.255954, 2.358145, 1.150157]], "atomic_forces_ev_per_a": [[0.054, -0.070, 0.039], [0.199, 0.278, 0.140], [-0.671, -0.333, -0.276], [0.336, -0.651, 0.372], [-0.181, 0.325, -0.186], [-0.109, 0.171, -0.021], [-0.096, 0.145, -0.066], [0.253, 0.122, -0.199], [0.139, 0.015, -0.072], [0.126, -0.252, 0.057], [-0.113, 0.251, -0.158], [0.064, -0.001, 0.371]]}

=====

{"formula": "C35H28N4O4TeV", "method": "ωB97M-V/def2-TZVPD", "charge": 1, "orbital_gap_ev": [6.574, 6.540], "species": ["N", "H", "H", "H", "N", "C", "C", "C", "C", "N", "H", "H", "C", "H", "H", "C", "C", "C", "C", "H", "C", "H", "H", "H", "H", "H", "H", "C", "C", "C", "H", "C", "C", "C", "C", "H", "C", "C", "C", "H", "C", "H", "C", "H", "H", "H", "H", "C", "C", "Te", "C", "H", "H", "V", "C", "C", "C", "C", "H", "C", "C", "C", "N", "H", "H", "H", "O", "C", "O", "O", "C", "O", "C"], "coordinates": [[3.307772, 0.662856, 4.097948], [-3.677067, -7.055789, -1.622751], [7.221480, 0.497565, 0.040808], [-1.511403, -3.423473, -2.235725], [6.895750, 3.830730, 1.157232], [-1.455215, -2.633413, 0.429253], [-2.222333, 0.197810, -2.042342], [-3.220619, -5.934578, 0.150401], [6.324964, 2.840425, 1.042707], [0.791363, 2.116572, 0.970320], [-3.097959, -1.681220, -1.552252], [-0.573022, 0.660602, 2.907794], [4.250385, 1.580071, 1.220420], [3.837749, 0.445970, -3.615669], [5.058189, 2.591383, -3.432970], [2.703913, 3.104596, -1.055370], [-4.320845, 2.106907, 1.464509], [-3.212383, -6.164590, -1.220206], [0.857722, 1.637929, -0.273939], [-0.593005, 3.492429, 1.701478], [-2.014632, -4.108172, -1.564416], [-2.784029, 0.780629, -4.034996], [3.427187, -1.470904, 0.385173], [-2.759200, -0.639867, 2.716505], [1.880531, 0.007951, -2.171411], [-1.134592, 2.040533, -2.253563], [-2.617470, -4.597060, 1.727059], [-2.044025, -3.858479, -0.192695], [-0.601319, 1.754606, 2.977739], [-0.268776, 0.766851, -0.767126], [-5.600904, 2.112896, -0.256109], [-4.830544, 0.150163, 0.154107], [-3.523336, 1.335132, 2.304658], [-2.274382, -1.006100, -1.354732], [-3.375717, -0.030449, 2.065468], [0.186839, 2.100851, 3.646160], [5.398818, -0.646851, 0.143017], [-0.334359, -0.449912, -0.091494], [4.069976, -0.608722, 0.501334], [-3.959942, -0.265565, -3.230767], [-4.026454, -0.617395, 0.987503], [3.771597, 2.443792, 1.661735], [-1.336979, -1.365313, -0.385289], [-5.355071, -0.313803, -0.672519], [2.357142, 3.858833, -0.358544], [5.817581, -1.554525, -0.266832], [-1.324669, 2.058528, 0.978755], [6.175184, 0.485487, 0.316230], [-3.258178, 0.552629, -3.079188], [-2.474181, 2.230934, 3.906111], [-2.631440, -4.790867, 0.662115], [-3.683665, -6.649192, 0.818899], [-3.821074, 1.436652, -2.773184], [1.608780, 0.538108, 1.642405], [3.520794, 1.189744, -2.895380], [2.015139, 1.895347, -1.152181], [2.421811, 0.944350, -2.088749], [4.210656, 2.394314, -2.788414], [-3.916910, -1.682198, 0.812057], [-2.596600, -5.259700, -2.074170], [-4.976455, 1.510317, 0.391972], [-1.193485, 1.085725, -1.740174], [3.500428, 0.491891, 1.022035], [-2.568483, -5.452324, -3.139187], [-4.435226, 3.168154, 1.646820], [4.316931, 4.300074, -1.804853], [3.073342, 0.434171, 5.205136], [5.586633, 1.618174, 0.866260], [2.203695, 0.336629, 3.279032], [0.642171, -0.667943, 0.860927], [-0.509428, 2.410067, 1.609746], [-1.113869, -2.624484, 1.590495], [3.794716, 3.353498, -1.875162]], "atomic_forces_ev_per_a": [[0.262, -0.003, -0.036], [0.015, 0.018, 0.013], [-0.026, -0.002, -0.008], [-0.049, 0.030, 0.012], [-0.069, -0.118, -0.006], [-0.036, 0.006, -0.282], [-0.103, -0.018, -0.147], [0.017, 0.005, 0.012], [0.001, 0.033, -0.006], [-0.446, 0.526, -0.400], [0.080, -0.034, -0.046], [0.028, -0.019, 0.054], [-0.087, -0.064, -0.151], [-0.013, 0.019, 0.016], [-0.021, -0.007, 0.026], [-0.001, 0.069, -0.006], [-0.003, -0.081, -0.023], [0.027, 0.014, 0.014], [0.184, -0.314, 0.074], [0.022, 0.059, 0.006], [0.033, -0.017, 0.002], [-0.026, -0.017, 0.002], [-0.030, -0.014, -0.015], [-0.024, -0.016, -0.003], [-0.001, 0.031, -0.031], [0.036, -0.042, 0.013], [-0.029, -0.011, -0.016], [0.000, 0.052, -0.025], [-0.007, 0.166, -0.120], [0.381, 0.095, 0.244], [-0.013, -0.018, 0.023], [-0.067, 0.058, 0.136], [0.020, -0.005, -0.011], [0.146, -0.059, -0.107], [-0.102, 0.007, -0.053], [-0.031, -0.030, 0.049], [0.115, -0.028, -0.043], [-0.222, 0.143, -0.220], [-0.161, 0.098, 0.089], [-0.003, 0.008, -0.010], [-0.175, 0.103, 0.228], [-0.034, 0.032, -0.017], [0.263, -0.286, 0.184], [0.016, 0.013, -0.005], [0.032, -0.026, 0.008], [-0.009, 0.012, -0.004], [-0.037, 0.035, -0.082], [0.052, -0.005, 0.006], [0.125, 0.014, 0.128], [-0.057, -0.094, -0.044], [-0.030, 0.020, 0.021], [0.004, 0.027, -0.023], [-0.012, -0.025, 0.006], [-0.618, -0.378, -0.501], [0.024, 0.032, 0.019], [-0.160, 0.220, 0.108], [-0.030, -0.046, -0.048], [-0.035, -0.057, -0.017], [-0.085, 0.061, 0.056], [0.020, 0.004, -0.012], [0.018, -0.039, 0.022], [0.005, 0.118, -0.077], [0.973, -0.101, -0.408], [0.009, 0.004, 0.030], [0.014, -0.011, -0.020], [-0.027, -0.035, -0.007], [0.159, 0.008, 0.343], [0.179, 0.079, 0.001], [-0.116, 0.148, 1.192], [-0.326, -0.464, -0.463], [0.067, -0.002, 0.166], [-0.026, 0.068, 0.147], [0.022, 0.049, 0.039]]}

=====

{"formula": "H2O", "method": "ωB97M-V/def2-TZVPD", "charge": 0, "smiles": "O", "orbital_gap_ev": 12.792, "species": ["O", "H", "H"], "coordinates": [[-0.118929, -0.067082, 0.044956], [0.506717, -0.010080, -0.714270], [0.444715, 0.546737, 0.354619]], "atomic_forces_ev_per_a": [[-0.863, -2.479, -3.193], [-1.372, -1.672, -1.068], [2.235, 4.151, 4.261]]}

=====

{"formula": "C4H14N2OS", "method": "ωB97M-V/def2-TZVPD", "charge": 0, "smiles": "NCNCCCS.O", "orbital_gap_ev": 9.709, "species": ["H", "H", "H", "O", "H", "H", "H", "C", "H", "C", "C", "H", "H", "H", "H", "N", "H", "S", "C", "N", "H", "H"], "coordinates": [[2.025551, -0.994392, 2.831614], [1.753087, -0.837401, 0.239226], [-0.797084, -1.342262, -3.068485], [1.292804, -1.498496, 3.209312], [0.431828, 1.069937, -3.109309], [-1.583485, -0.850449, -1.497472], [-1.181753, 1.579838, -0.186138], [-0.769675, -0.687180, -2.198625], [0.234055, 2.119852, 0.728515], [-0.584541, 1.406268, 0.708615], [0.554351, -1.047308, -1.529046], [0.529172, -1.094141, 2.805050], [1.375224, -0.894479, -2.230591], [0.483168, -2.085259, -1.195417], [-0.805523, -0.692150, 0.744461], [-0.086352, 0.021280, 0.732417], [-0.797290, 1.527164, 2.727022], [-0.887627, 1.020287, -2.836387], [0.955036, -0.276629, -0.262174], [-1.361105, 1.700736, 1.902041], [1.455306, 0.669545, -0.479697], [-2.235137, 1.185242, 1.965075]], "atomic_forces_ev_per_a": [[-0.130, -0.148, 0.130], [-0.110, -0.278, -0.137], [-0.692, -0.136, 0.165], [0.628, -0.115, 0.180], [-0.238, 0.222, -0.095], [-0.267, -0.067, -0.262], [-0.110, 0.320, 0.106], [0.815, -0.057, -0.231], [0.394, -0.283, -0.297], [-1.065, -0.667, 0.789], [-0.057, 0.683, 0.925], [-0.460, 0.330, -0.397], [0.020, -0.470, -0.156], [0.106, -0.194, -0.512], [-0.228, 0.332, -0.092], [1.057, 0.027, -0.222], [-0.197, -0.076, -0.039], [0.448, -0.173, 0.110], [0.196, 0.399, 0.637], [-0.157, 0.191, -0.249], [-0.261, 0.116, -0.318], [0.307, 0.044, -0.034]]}

=====

{"formula": "CsO4S", "method": "ωB97M-V/def2-TZVPD", "charge": -1, "orbital_gap_ev": 4.250, "species": ["O", "O", "Cs", "O", "O", "S"], "coordinates": [[13.997366, -9.342814, 28.467320], [13.066377, -8.705347, 26.344245], [12.556918, -11.091394, 30.269182], [15.059150, -10.088192, 26.448558], [12.903317, -10.998428, 27.042586], [13.759965, -9.771999, 27.051049]], "atomic_forces_ev_per_a": [[-0.430, -0.312, 1.651], [-0.462, 0.759, -0.383], [0.538, 0.567, -1.445], [0.331, -0.095, -0.154], [-0.506, -0.620, 1.098], [0.529, -0.299, -0.767]]}

=====

{"formula": "C4H8NO2", "method": "ωB97M-V/def2-TZVPD", "charge": 1, "smiles": "C=[NH+]CCOC=O", "orbital_gap_ev": 9.400, "species": ["H", "H", "H", "C", "N", "C", "C", "H", "O", "H", "O", "H", "H", "C", "H"], "coordinates": [[-1.316762, -0.849913, 0.194638], [0.017768, 1.503649, -2.760293], [0.465531, -0.299548, -2.694757], [0.596165, -0.447520, 1.118728], [-0.327265, 0.518449, -0.999096], [0.068998, 0.580047, -2.198604], [-0.559268, 0.621956, 2.898957], [0.058199, -1.498156, -0.721780], [-0.590461, 1.660554, 2.312182], [-0.906747, 0.429127, 3.917995], [-0.097636, -0.515018, 2.355552], [1.312771, -1.270247, 1.172960], [-0.683369, 1.361654, -0.528745], [-0.296443, -0.643296, -0.144754], [1.135500, 0.504628, 1.057308]], "atomic_forces_ev_per_a": [[0.081, 0.041, -0.163], [-0.075, 0.131, 0.156], [-0.045, -0.082, 0.166], [0.284, 0.209, -0.205], [-0.164, 0.877, 0.337], [0.114, 0.006, -0.454], [-0.096, -0.086, -0.271], [-0.080, 0.141, -0.056], [-0.043, 0.398, -0.245], [0.006, 0.081, -0.019], [-0.026, -0.628, 0.008], [-0.101, 0.185, -0.101], [0.129, -0.102, -0.259], [0.026, -0.996, 1.135], [-0.009, -0.171, -0.028]]}

=====

Energy above the lowest of the compared OMol25 structures with the same formula, charge and spin for the records above, in order: 1.1828; 0.0000; 0.6823; 0.5038; 0.2741; 1.2087 eV
Total energy for the records above, in order: -5182.5551; -83871.9423; -2079.1822; -20237.5246; -19574.5542; -9855.1220 eV